This record from the Open Molecules 2025 dataset describes one molecule with the formula C4H8O in a non-equilibrium geometry. The level of theory is ωB97M-V/def2-TZVPD.

Spin multiplicity = 1
Calculated total energy = -6324.127 eV
Orbital gap = 10.8 eV
LUMO = 0.79 eV
Energy above the lowest of the compared OMol25 structures with the same formula, charge and spin = 100.4 kJ/mol
E_HOMO = -10.0 eV
Structure (SMILES) = CCCC=O

Last column: Löwdin charge in e.
Cartesian coordinates (Å):
C (-0.07, 1.56, 0.08)  -0.12
C (0.36, 0.27, 0.80)  -0.28
C (0.42, -0.91, -0.11)  -0.23
C (-0.77, -1.40, -0.78)  -0.22
H (0.58, 1.69, -0.88)  0.11
H (-0.07, 2.46, 0.64)  0.04
H (-1.18, 1.59, -0.20)  0.09
H (1.34, 0.43, 1.32)  0.12
H (-0.35, 0.17, 1.62)  0.10
H (0.92, -1.77, 0.38)  0.14
H (1.13, -0.71, -0.88)  0.11
H (-1.69, -1.30, -0.14)  0.14
O (-0.63, -2.08, -1.85)  0.00

=====

This record from the Open Molecules 2025 dataset describes C42H27BrF4N4PSTl as an isolated structure. The level of theory is ωB97M-V/def2-TZVPD.

Spin multiplicity = 1
Calculated total energy = -155681.066 eV
Orbital gap (alpha / beta) = 4.3 / 5.8 eV
LUMO (alpha / beta) = 3.72 / 3.72 eV
Energy above the lowest of the compared OMol25 structures with the same formula, charge and spin = 0.0 kJ/mol
Total charge = -2
E_HOMO (alpha / beta) = -0.6 / -2.1 eV

Last column: Löwdin charge in e.
Cartesian coordinates (Å):
Tl (-0.34, -1.52, -0.90)  0.65
N (3.55, 5.85, -7.75)  0.10
C (3.09, 5.09, -7.02)  -0.22
C (2.53, 4.14, -6.10)  -0.27
C (3.31, 3.57, -5.09)  -0.05
C (2.77, 2.66, -4.22)  -0.04
C (1.42, 2.25, -4.32)  -0.18
C (0.65, 2.84, -5.34)  -0.04
C (1.18, 3.77, -6.20)  -0.05
C (0.86, 1.27, -3.39)  -0.09
C (1.11, 1.48, -1.99)  -0.29
C (1.59, 2.68, -1.42)  -0.08
C (1.58, 2.51, -0.04)  -0.12
C (1.11, 1.22, 0.18)  -0.24
N (0.83, 0.59, -0.98)  -0.08
C (0.07, 0.20, -3.95)  -0.32
C (-0.18, -0.07, -5.32)  -0.09
C (-1.00, -1.21, -5.37)  -0.14
C (-1.20, -1.59, -4.05)  -0.25
N (-0.56, -0.76, -3.19)  -0.10
H (4.36, 3.84, -5.01)  0.11
H (3.38, 2.22, -3.44)  0.12
H (-0.40, 2.58, -5.41)  0.11
H (0.56, 4.23, -6.97)  0.11
H (1.86, 3.58, -1.96)  0.09
H (1.86, 3.23, 0.72)  0.07
H (0.97, 0.71, 1.13)  0.03
H (0.22, 0.47, -6.16)  0.08
H (-1.40, -1.69, -6.25)  0.07
H (-1.76, -2.44, -3.67)  0.07
F (0.55, -2.87, 7.64)  0.07
C (0.12, -2.17, 6.58)  -0.16
C (-0.97, -1.33, 6.69)  -0.16
F (-1.60, -1.24, 7.89)  0.07
C (-1.38, -0.61, 5.58)  -0.26
F (-2.44, 0.23, 5.79)  0.02
C (-0.79, -0.70, 4.35)  -0.11
P (-1.95, 0.13, 1.88)  0.92
C (-3.31, -0.89, 2.58)  -0.37
C (-4.34, -0.41, 3.39)  -0.09
C (-5.34, -1.27, 3.83)  -0.10
C (-5.33, -2.61, 3.47)  -0.12
C (-4.31, -3.09, 2.67)  -0.10
C (-3.30, -2.24, 2.23)  -0.10
C (-2.12, 1.81, 2.61)  -0.35
C (-1.06, 2.34, 3.34)  -0.10
C (-1.10, 3.64, 3.82)  -0.09
C (-2.22, 4.44, 3.58)  -0.11
C (-3.28, 3.93, 2.85)  -0.10
C (-3.22, 2.63, 2.35)  -0.11
C (0.29, -1.54, 4.28)  -0.61
Br (1.26, -1.80, 2.61)  0.66
C (0.77, -2.27, 5.36)  -0.29
F (1.84, -3.09, 5.29)  0.03
H (-4.34, 0.62, 3.70)  0.09
H (-6.13, -0.88, 4.47)  0.09
H (-6.12, -3.27, 3.81)  0.09
H (-4.28, -4.14, 2.39)  0.09
H (-2.50, -2.62, 1.61)  0.08
H (-0.20, 1.71, 3.54)  0.09
H (-0.26, 4.04, 4.37)  0.09
H (-2.25, 5.45, 3.96)  0.09
H (-4.15, 4.54, 2.65)  0.09
H (-4.03, 2.24, 1.75)  0.10
S (4.30, -2.14, -3.36)  1.04
C (2.67, -1.73, -2.92)  -0.41
N (2.17, -2.38, -1.94)  0.00
C (3.08, -3.29, -1.43)  -0.31
C (2.85, -4.14, -0.35)  -0.01
C (3.86, -4.98, 0.06)  -0.09
C (5.10, -5.00, -0.60)  -0.11
C (5.34, -4.17, -1.68)  -0.11
C (4.32, -3.31, -2.09)  -0.49
H (2.12, -0.96, -3.45)  0.07
H (1.89, -4.11, 0.16)  0.10
H (3.70, -5.63, 0.91)  0.10
H (5.88, -5.67, -0.26)  0.09
H (6.30, -4.17, -2.18)  0.10
C (-2.69, 0.45, 0.28)  -0.25
H (-3.24, -0.35, -0.21)  -0.01
H (-2.19, 1.15, -0.38)  0.01